No. 1
Formula: C2H15NO4
Source: the OMol25 dataset
Level of theory: ωB97M-V/def2-TZVPD

The geometry in ORCA input format:
```
! RIJCOSX wB97M-V def2-TZVPD def2/J DEFGRID3
* xyz 0 1
C -1.1930 -1.5384 -0.8374
N 0.3516 -1.8833 -0.7127
C 1.2490 -0.7526 -0.9319
H -1.3699 -0.5605 -0.3562
H -1.4131 -1.4150 -1.8841
H -1.7115 -2.3701 -0.3176
H 0.6451 -2.6350 -1.3360
H 1.6049 -0.4270 -1.9806
H 2.2325 -0.9396 -0.4763
H 0.6988 0.1371 -0.5638
O -0.2268 -1.8498 2.0951
H -0.7704 -1.0767 2.0406
H -0.2357 -2.1670 1.1918
O -0.7929 0.7723 1.8649
H -0.5625 0.9862 2.7472
H -0.0589 1.2650 1.4169
O -0.2675 2.0454 -1.4712
H -0.8983 2.4931 -1.0730
H -0.4803 1.2224 -1.1354
O 0.9547 2.6072 0.8362
H 1.1475 3.5586 1.0033
H 1.0968 2.5278 -0.1196
*
```

The lowest unoccupied orbital energy comes out at 0.39 eV. As for the total energy: -440.8443 Eh. As for the energy relative to the best compared isomer or geometry (same formula, charge and spin): 209.3 kJ/mol. As for the structure (SMILES): CNC.O.O.O.O. The value obtained for the HOMO energy is -9.02 eV. The gap between HOMO and LUMO is 9.4 eV.

No. 2
Formula: C2H16CdO7
Source: the OMol25 dataset
Level of theory: ωB97M-V/def2-TZVPD

The geometry in ORCA input format:
```
! RIJCOSX wB97M-V def2-TZVPD def2/J DEFGRID3
* xyz 0 1
Cd 0.1464 -0.3968 -1.5954
C 1.4073 1.1818 4.6192
C -0.0993 1.0918 4.2548
O -0.4789 0.9373 2.9048
H 1.8200 2.1700 4.4162
H 2.0725 0.3560 4.3669
H 1.5185 1.1013 5.7005
H -0.6050 1.9508 4.6959
H -0.5163 0.2789 4.8493
O 1.0214 2.8587 -3.4313
H 1.1941 3.7903 -3.1927
O -4.2113 4.0755 -0.3733
H -3.6816 3.4093 0.0647
H -5.0377 4.0808 0.1095
O 0.0463 -4.2396 0.0777
H -0.6879 -4.8255 -0.1066
H 0.5499 -4.6915 0.7547
O 4.1587 -0.9912 -0.7699
H 4.9330 -0.5678 -1.1405
H 4.3798 -1.9223 -0.7517
O 1.2214 -2.6092 -4.8277
H 1.8001 -2.1161 -5.4093
H 0.8926 -3.3271 -5.3687
O -3.5745 -0.6365 -3.2368
H -4.3484 -1.0417 -2.8455
H -3.9212 0.0827 -3.7648
*
```

The lowest unoccupied orbital energy comes out at -4.70 eV. As for the total energy: -779.8358 Eh. As for the energy relative to the best compared isomer or geometry (same formula, charge and spin): 839.6 kJ/mol. The value obtained for the HOMO energy is -7.15 eV. The gap between HOMO and LUMO is 2.5 eV.

No. 3
Formula: C2H16MgN4O6
Source: the OMol25 dataset
Level of theory: ωB97M-V/def2-TZVPD

The geometry in ORCA input format:
```
! RIJCOSX wB97M-V def2-TZVPD def2/J DEFGRID3
* xyz 2 1
Mg -1.1295 0.3511 0.7043
C 0.4798 -2.1229 -0.4482
O -0.3222 -1.3809 0.1434
N 0.1500 -2.9073 -1.4921
N 1.7648 -2.2562 0.0163
H -0.5713 -2.6220 -2.1375
H 0.9121 -3.3458 -1.9909
H 2.4908 -2.6573 -0.5497
H 1.9450 -1.9729 0.9578
C 1.5328 1.5619 -0.6877
O 0.5480 1.1539 -0.0247
N 2.7806 1.1180 -0.3998
N 1.4560 2.4365 -1.7098
H 3.5905 1.5739 -0.7777
H 2.9292 0.3973 0.2786
H 0.5305 2.6560 -2.0271
H 2.3214 2.7035 -2.1342
O -1.8932 0.6062 -1.1659
H -2.6978 0.2814 -1.5948
H -1.5145 1.2320 -1.7925
O -2.7815 -0.6457 1.3741
H -2.6971 -1.0486 2.2470
H -3.2514 -1.3111 0.8497
O -1.7969 2.0903 1.1047
H -1.3601 2.6460 1.7701
H -2.7361 2.3231 1.1673
O -0.3370 -0.0199 2.5045
H 0.5109 -0.4747 2.5705
H -0.8538 -0.3658 3.2443
*
```

The lowest unoccupied orbital energy comes out at -6.10 eV. As for the total energy: -956.0869 Eh. As for the energy relative to the best compared isomer or geometry (same formula, charge and spin): 10.5 kJ/mol. The value obtained for the HOMO energy is -16.80 eV. The gap between HOMO and LUMO is 10.7 eV.

No. 4
Formula: C2H16N2O4
Source: the OMol25 dataset
Level of theory: ωB97M-V/def2-TZVPD

The geometry in ORCA input format:
```
! RIJCOSX wB97M-V def2-TZVPD def2/J DEFGRID3
* xyz 0 1
C 0.4782 -0.2192 1.6700
C -0.1015 -1.5093 1.2017
N -1.4819 -1.5347 1.2374
N -0.8020 2.3672 -1.5088
H 0.2567 0.5953 1.0190
H 1.5409 -0.3241 1.8230
H 0.2406 -2.2245 1.9739
H 0.4614 -1.7525 0.2020
H -1.7994 -2.4182 0.8671
H -1.9569 -0.7617 0.6429
H -0.0164 0.0497 2.6279
H 0.1507 2.5422 -1.2216
H -1.1771 3.2141 -1.8845
H 0.1645 -1.2261 -1.4998
O -0.8009 -1.1495 -1.7078
H 2.1667 0.5105 -0.5023
H 3.1805 1.6990 -0.6418
O 2.2655 1.4803 -0.4388
H -0.9813 -0.2050 -1.6093
H 2.3812 -1.6793 -1.2011
O 1.8676 -1.2165 -0.5161
H -1.3263 1.7268 -0.9143
H -2.4809 1.4361 0.4021
O -2.2299 0.5994 -0.0208
*
```

The lowest unoccupied orbital energy comes out at -5.01 eV. As for the total energy: -495.9841 Eh. As for the energy relative to the best compared isomer or geometry (same formula, charge and spin): 821.7 kJ/mol. The value obtained for the HOMO energy is -8.69 eV. The gap between HOMO and LUMO is 3.7 eV.

No. 5
Formula: C2H16N2O4
Source: the OMol25 dataset
Level of theory: ωB97M-V/def2-TZVPD

The geometry in ORCA input format:
```
! RIJCOSX wB97M-V def2-TZVPD def2/J DEFGRID3
* xyz 0 1
C 2.1578 -1.6924 0.3407
C 1.1471 -2.4430 1.1558
N -0.2672 -1.9846 0.9807
N 0.4966 -0.4867 -1.3380
H 2.4671 -0.7160 0.7026
H 2.8734 -2.2798 -0.2280
H 1.2558 -3.5153 0.9426
H 1.4071 -2.3049 2.2108
H -0.8425 -2.8143 0.9232
H -0.3022 -1.5159 0.0847
H 1.1910 -0.8580 -0.6045
H 0.8918 -0.6044 -2.2735
H 0.5173 0.5338 -1.2321
H -2.7672 2.1749 -1.8472
O -2.0905 1.5355 -1.5432
H 0.2680 2.3655 1.9712
H -0.8810 2.2037 0.9624
O -0.4963 2.8121 1.6001
H -0.6687 2.1883 -1.6757
H -0.1688 3.4634 -1.1064
O 0.2179 2.6727 -1.4668
H -2.0067 -0.3345 0.6263
H -2.3774 1.0086 -0.0188
O -2.0222 0.5914 0.8332
*
```

The lowest unoccupied orbital energy comes out at -4.76 eV. As for the total energy: -496.0070 Eh. As for the energy relative to the best compared isomer or geometry (same formula, charge and spin): 761.6 kJ/mol. The value obtained for the HOMO energy is -7.98 eV. The gap between HOMO and LUMO is 3.2 eV.

No. 6
Formula: C2H16NO5
Source: the OMol25 dataset
Level of theory: ωB97M-V/def2-TZVPD

The geometry in ORCA input format:
```
! RIJCOSX wB97M-V def2-TZVPD def2/J DEFGRID3
* xyz 1 1
C -0.7618 -1.9430 -1.2430
C -2.8396 -1.2997 -0.3622
N -1.5987 -1.0336 -0.4735
H 0.1358 -2.0260 -0.6400
H -0.5417 -1.5098 -2.2309
H -1.2033 -2.8470 -1.6431
H -3.1706 -2.2874 -0.6484
H -3.4644 -0.5231 0.0883
H -1.1480 -0.1100 -0.2753
H -1.0648 1.0570 2.2330
H 0.0631 0.9309 1.2758
O -0.9085 0.8998 1.2997
H 2.3556 1.5771 -0.5472
H 2.5945 2.0591 -2.0735
O 1.9696 1.6681 -1.4418
H 2.3532 0.6554 1.6747
H 2.2164 1.9908 1.3893
O 2.8699 1.3061 1.1595
H -1.0845 1.8653 -1.7122
H 0.2751 1.0475 -1.9882
O -0.6851 1.0265 -1.8964
H 0.9324 -0.4557 3.3658
H 1.6525 -1.3841 2.2740
O 1.0528 -0.6641 2.4155
*
```

The lowest unoccupied orbital energy comes out at -3.97 eV. As for the total energy: -516.4826 Eh. As for the energy relative to the best compared isomer or geometry (same formula, charge and spin): 133.2 kJ/mol. The value obtained for the HOMO energy is -14.50 eV. The gap between HOMO and LUMO is 10.5 eV.

No. 7
Formula: C2H16O6
Source: the OMol25 dataset
Level of theory: ωB97M-V/def2-TZVPD

The geometry in ORCA input format:
```
! RIJCOSX wB97M-V def2-TZVPD def2/J DEFGRID3
* xyz 0 1
C 4.0569 2.2043 1.6361
C 4.5127 3.0607 0.7837
H 3.0578 1.6847 1.5209
H 4.4056 1.9111 2.6179
H 3.7163 3.5268 0.0854
H 5.5160 3.4945 0.9633
O -1.6913 -1.8068 -1.6121
H -0.9281 -2.1732 -2.0630
H -1.5804 -1.9742 -0.6148
O 1.4427 -1.1143 -1.9109
H 1.8155 -0.4685 -2.5467
H 1.7312 -1.0514 -0.9726
O -2.6752 0.3059 -0.5048
H -2.3710 0.9993 -0.9995
H -2.9604 -0.2700 -1.1814
O 1.8413 -0.5276 0.8807
H 0.9651 -0.9332 0.8482
H 1.5271 0.3464 1.0307
O -5.1775 -2.3462 -0.5364
H -5.0047 -2.3543 0.3802
H -5.9782 -1.9604 -0.6923
O -0.4652 1.0846 1.6763
H -0.2864 1.9898 1.9616
H -1.2402 0.8787 1.2011
*
```

The lowest unoccupied orbital energy comes out at 0.43 eV. As for the total energy: -537.1482 Eh. As for the energy relative to the best compared isomer or geometry (same formula, charge and spin): 254.5 kJ/mol. As for the structure (SMILES): C=C.O.O.O.O.O.O. The value obtained for the HOMO energy is -10.25 eV. The gap between HOMO and LUMO is 10.7 eV.

No. 8
Formula: C2H16O8Y
Source: the OMol25 dataset
Level of theory: ωB97M-V/def2-TZVPD

The geometry in ORCA input format:
```
! RIJCOSX wB97M-V def2-TZVPD def2/J DEFGRID3
* xyz 1 1
Y 20.8322 10.0371 -6.5617
O 19.4896 10.6865 -4.9470
C 18.4288 11.4837 -5.3259
C 18.4470 11.3838 -6.8649
O 19.7118 11.7608 -7.3215
H 18.5941 12.4825 -5.0911
H 17.4654 11.1901 -4.9695
H 18.2413 10.3840 -7.2433
H 17.6744 11.9019 -7.3867
O 19.2314 8.3163 -6.0166
H 18.2712 8.5544 -5.9001
H 19.1629 7.3627 -6.2615
O 21.9677 11.8544 -5.7211
H 21.4087 12.6123 -5.4313
H 22.7164 11.9716 -5.1130
O 22.2402 10.7336 -8.2424
H 23.0276 10.2537 -8.6563
H 22.5912 11.5956 -8.0508
O 20.0134 9.0097 -8.7217
H 19.3118 8.3954 -8.7129
H 20.2346 9.1873 -9.6747
O 22.0658 7.9977 -6.9091
H 22.6804 7.5045 -6.4106
H 21.7666 7.3393 -7.5914
O 21.9641 9.3188 -4.4801
H 22.1898 8.4311 -4.0643
H 22.8333 9.7247 -4.5137
*
```

The lowest unoccupied orbital energy comes out at -3.79 eV. As for the total energy: -725.9357 Eh. As for the energy relative to the best compared isomer or geometry (same formula, charge and spin): 16.6 kJ/mol. The value obtained for the HOMO energy is -10.35 eV. The gap between HOMO and LUMO is 6.6 eV.

No. 9
Formula: C2H17NO5
Source: the OMol25 dataset
Level of theory: ωB97M-V/def2-TZVPD

The geometry in ORCA input format:
```
! RIJCOSX wB97M-V def2-TZVPD def2/J DEFGRID3
* xyz 1 2
H 0.3438 -0.1396 0.1826
O 0.6962 0.8485 0.6502
N -0.0459 -0.8979 -0.7715
H 1.5929 0.6533 0.9890
H -0.1078 -0.1652 -1.5122
C -1.3722 -1.4533 -0.5039
H -1.9795 -0.6544 -0.1247
H -1.7196 -1.8128 -1.4778
H -1.2943 -2.2953 0.1688
C 1.0514 -1.8223 -1.0304
H 1.0940 -2.6060 -0.2762
H 1.0150 -2.1395 -2.0694
H 1.9984 -1.3169 -0.8594
O -0.7617 1.2941 2.8992
H -0.4743 1.1777 1.9837
H 0.0338 1.5882 3.3598
O -0.2646 1.2025 -2.8198
H 0.2289 1.4534 -3.6070
H -0.0819 1.8119 -2.0878
O -0.6250 -1.4227 2.4937
H -0.3268 -1.8247 3.3206
H -0.7447 -0.4972 2.7687
O 0.7805 2.9909 -0.8849
H 0.6486 2.2671 -0.2549
H 0.3147 3.7604 -0.5364
*
```

The lowest unoccupied orbital energy (spin up / spin down) comes out at -3.14 / -8.94 eV. As for the total energy: -517.0016 Eh. As for the energy relative to the best compared isomer or geometry (same formula, charge and spin): 1.5 kJ/mol. The value obtained for the HOMO energy (spin up / spin down) is -14.76 / -14.76 eV. The gap between HOMO and LUMO (spin up / spin down) is 11.6 / 5.8 eV.

No. 10
Formula: C2H18NO5
Source: the OMol25 dataset
Level of theory: ωB97M-V/def2-TZVPD

The geometry in ORCA input format:
```
! RIJCOSX wB97M-V def2-TZVPD def2/J DEFGRID3
* xyz 2 2
C -1.4651 -1.2635 -0.5013
C -0.7747 -0.3700 -1.5439
N 0.7302 -0.5549 -1.5130
H -0.8080 -1.6184 0.3076
H -2.3626 -0.8634 -0.0194
H -1.8278 -2.1847 -0.9599
H -1.0495 -0.4948 -2.5825
H -1.0838 0.6547 -1.3949
H 0.9562 -0.9775 -0.6171
H 1.0982 0.3978 -1.6669
H 1.0112 -1.2081 -2.2436
H -0.7692 -1.2521 3.5159
H 0.3729 -0.6808 4.1674
O 0.1950 -1.1701 3.3322
H 2.2417 2.1000 -0.0636
H 2.5283 2.2792 -1.5083
O 1.8857 1.8742 -0.9140
H 0.9950 0.5643 2.3427
H 2.4386 0.2392 1.8837
O 1.6355 0.7400 1.6399
H 1.0847 0.6504 -5.0005
H 1.2744 1.4226 -3.6753
O 0.8164 0.7000 -4.0931
H -3.4266 -0.2964 4.0143
H -2.8111 1.1084 3.7204
O -2.8854 0.2036 3.3732
*
```

The lowest unoccupied orbital energy (spin up / spin down) comes out at -6.82 / -14.87 eV. As for the total energy: -517.1796 Eh. As for the energy relative to the best compared isomer or geometry (same formula, charge and spin): 10.7 kJ/mol. The value obtained for the HOMO energy (spin up / spin down) is -17.65 / -17.65 eV. The gap between HOMO and LUMO (spin up / spin down) is 10.8 / 2.8 eV.

No. 11
Formula: C2H18O6S2
Source: the OMol25 dataset
Level of theory: ωB97M-V/def2-TZVPD

The geometry in ORCA input format:
```
! RIJCOSX wB97M-V def2-TZVPD def2/J DEFGRID3
* xyz 0 1
C 0.7294 0.4647 -2.4083
C 1.9621 0.6178 -1.5549
S 2.8348 -1.0352 -1.3088
S 1.7195 -2.7064 -1.0738
H 0.7041 -0.3862 -3.0905
H 0.4147 1.3423 -2.9743
H -0.1144 0.2264 -1.7554
H 1.8149 1.0224 -0.5599
H 2.7546 1.1445 -2.0883
H 1.1069 -2.7920 0.1412
O -2.8628 -0.3196 1.7974
H -3.3353 0.1028 1.0639
H -2.8543 0.2112 2.5953
O -2.2562 -1.6147 -2.3629
H -1.7612 -1.2753 -3.1114
H -2.1156 -2.5522 -2.2398
O 0.0545 -0.4573 1.3208
H -0.4657 0.2991 1.0552
H -0.0467 -0.6332 2.2594
O 2.6516 1.1621 1.8547
H 1.9600 0.4888 1.8048
H 3.4541 0.6277 1.7851
O -3.2009 1.1226 -0.5610
H -3.2263 0.3863 -1.1909
H -2.2535 1.1707 -0.3885
O 0.6628 0.7482 3.6712
H 0.2067 1.5062 4.0472
H 1.4621 1.1283 3.2728
*
```

The lowest unoccupied orbital energy comes out at 0.31 eV. As for the total energy: -1334.7832 Eh. As for the energy relative to the best compared isomer or geometry (same formula, charge and spin): 23.8 kJ/mol. As for the structure (SMILES): CCSS.O.O.O.O.O.O. The value obtained for the HOMO energy is -8.70 eV. The gap between HOMO and LUMO is 9.0 eV.

No. 12
Formula: C2H18O8Sr
Source: the OMol25 dataset
Level of theory: ωB97M-V/def2-TZVPD

The geometry in ORCA input format:
```
! RIJCOSX wB97M-V def2-TZVPD def2/J DEFGRID3
* xyz 2 1
Sr 0.7695 -0.4585 0.1937
O 2.9700 2.2133 0.3651
H 3.4475 2.4360 1.1642
H 3.1621 2.9319 -0.2374
O 0.3225 0.6242 3.5594
H 0.0327 1.5166 3.7489
H 0.2202 0.1574 4.3888
O 0.8654 -3.4873 -1.7276
H 1.4500 -4.2344 -1.6001
H 0.7113 -3.4616 -2.6720
O 3.7686 -1.6367 1.1798
H 4.4272 -1.0776 1.5920
H 4.0809 -2.5284 1.3329
O -0.6506 -3.1301 2.1031
H -0.3895 -4.0327 1.9207
H -1.4045 -3.2117 2.6872
O 1.3882 0.1382 -3.0612
H 1.2183 1.0308 -3.3621
H 0.8999 -0.4170 -3.6691
C -3.2021 1.1719 -1.2846
C -2.6658 2.4095 -0.5073
O -1.2400 2.4224 -0.4872
O -2.6204 -0.0312 -0.6494
H -2.9461 1.2443 -2.3416
H -4.2829 1.0342 -1.2528
H -3.0780 2.3961 0.5017
H -3.0290 3.3613 -0.8949
H -0.9254 3.3257 -0.4052
H -3.2998 -0.7064 -0.5846
*
```

The lowest unoccupied orbital energy comes out at -6.71 eV. As for the total energy: -719.1384 Eh. As for the energy relative to the best compared isomer or geometry (same formula, charge and spin): 301.4 kJ/mol. The value obtained for the HOMO energy is -16.31 eV. The gap between HOMO and LUMO is 9.6 eV.

Number 1: maximum force 7.0 eV/A. Number 2: maximum force 2.3 eV/A. Number 3: maximum force 2.0 eV/A. Number 4: maximum force 4.6 eV/A. Number 5: maximum force 1.5 eV/A. Number 6: maximum force 2.2 eV/A. Number 7: maximum force 4.3 eV/A. Number 8: maximum force 3.9 eV/A. Number 9: maximum force 2.1 eV/A. Number 10: maximum force 1.6 eV/A. Number 11: maximum force 1.7 eV/A. Number 12: maximum force 1.2 eV/A.